Entry 1:
Formula: C43H36BrO2P2Tl
Source: the OMol25 dataset
Level of theory: ωB97M-V/def2-TZVPD

ΔE to the lowest compared entry with this formula, charge and spin, kJ/mol: 170.4
E_HOMO (alpha / beta), eV: -12.83 / -12.83
Orbital gap (alpha / beta), eV: 4.29 / 4.29

ORCA input file:
```
! RIJCOSX wB97M-V def2-TZVPD def2/J DEFGRID3
* xyz 2 1
C 1.01 2.14 -2.56
C 1.55 2.32 -1.26
C 2.92 2.10 -1.08
C 3.79 1.90 -2.15
C 3.25 1.79 -3.43
C 1.86 1.79 -3.61
P 0.51 2.52 0.24
C 1.45 3.28 1.59
C 1.85 2.49 2.69
C 2.74 2.99 3.64
C 3.19 4.31 3.56
C 2.67 5.15 2.57
C 1.78 4.65 1.61
Tl -0.84 0.02 0.07
P -0.04 -2.41 -1.32
C 1.74 -2.29 -1.69
C 2.28 -2.33 -2.99
C 3.63 -2.05 -3.17
C 4.46 -1.71 -2.11
C 3.95 -1.71 -0.81
C 2.60 -1.97 -0.61
C -0.40 -3.90 -0.42
C -1.59 -3.94 0.33
C -1.90 -5.08 1.06
C -1.02 -6.16 1.09
C 0.19 -6.09 0.38
C 0.51 -4.97 -0.38
C -1.31 -2.26 -2.64
C -2.15 -1.13 -2.71
C -2.69 -0.72 -3.92
C -2.61 -1.56 -5.03
C -1.91 -2.76 -4.91
C -1.25 -3.12 -3.74
C -0.90 3.58 -0.15
C -0.84 4.47 -1.24
C -1.99 5.16 -1.65
C -3.19 5.00 -0.96
C -3.26 4.12 0.14
C -2.11 3.44 0.55
H -2.25 -3.07 0.34
H -2.84 -5.13 1.59
H -1.26 -7.04 1.69
H 0.87 -6.93 0.42
H 1.45 -4.91 -0.91
H 1.65 -2.59 -3.83
H 4.05 -2.10 -4.17
H 5.50 -1.44 -2.26
H 4.60 -1.49 0.04
H 2.17 -1.87 0.39
H -2.20 -0.43 -1.88
H -3.12 0.28 -4.00
H -3.05 -1.24 -5.97
H -1.82 -3.40 -5.78
H -0.66 -4.04 -3.67
H 0.10 4.63 -1.78
H -1.95 5.82 -2.52
H -4.09 5.54 -1.27
H -4.20 3.98 0.67
H -2.14 2.77 1.41
H 1.42 1.49 2.79
H 3.10 2.34 4.45
H 3.92 4.70 4.29
H 2.97 6.20 2.55
H 1.34 5.33 0.89
H 3.31 2.11 -0.06
H 4.88 1.82 -2.00
H 3.90 1.69 -4.29
H 1.48 1.57 -4.62
H -0.07 2.17 -2.71
H 0.05 -0.27 -2.11
H -0.39 0.41 -2.04
Br -1.06 -3.47 3.98
C -2.12 -2.14 4.81
C -2.67 -2.31 6.10
C -3.27 -1.21 6.71
C -3.31 0.05 6.11
C -2.75 0.21 4.85
C -2.19 -0.88 4.17
C -1.63 -0.62 2.81
O -0.37 -0.45 2.72
O -2.47 -0.55 1.83
H -2.62 -3.31 6.57
H -3.72 -1.36 7.68
H -3.75 0.90 6.64
H -2.74 1.19 4.40
*
```



Entry 2:
Formula: C43H36HfN6O3S2Se2
Source: the OMol25 dataset
Level of theory: ωB97M-V/def2-TZVPD

ΔE to the lowest compared entry with this formula, charge and spin, kJ/mol: 155.7
E_HOMO, eV: -7.24
Orbital gap, eV: 7.21

ORCA input file:
```
! RIJCOSX wB97M-V def2-TZVPD def2/J DEFGRID3
* xyz 0 1
Hf 0.77 -0.21 0.47
S 0.38 -3.52 -2.75
C 0.92 -2.19 -3.71
C 1.02 -2.07 -5.09
C 1.54 -0.91 -5.61
C 1.93 0.14 -4.77
C 1.80 0.05 -3.41
C 1.31 -1.13 -2.86
N 1.18 -1.41 -1.52
C 0.73 -2.61 -1.30
C 0.56 -3.18 0.02
C 0.18 -4.52 0.13
C -0.02 -5.08 1.37
C 0.19 -4.31 2.50
C 0.57 -2.98 2.38
C 0.75 -2.34 1.15
H 0.70 -2.88 -5.73
H 1.67 -0.81 -6.68
H 2.35 1.03 -5.21
H 2.08 0.86 -2.75
H 0.03 -5.10 -0.78
H -0.33 -6.11 1.45
H 0.06 -4.75 3.48
H 0.75 -2.41 3.29
Se 4.42 0.23 2.62
Se 3.61 -1.92 2.44
C 4.38 -2.53 0.79
C 5.69 -2.98 0.72
C 6.13 -3.50 -0.48
C 5.24 -3.58 -1.54
C 3.94 -3.12 -1.35
N 3.52 -2.60 -0.21
C 2.77 0.91 3.30
C 2.70 2.18 3.86
C 1.56 2.50 4.58
C 0.57 1.55 4.73
C 0.70 0.34 4.06
N 1.78 0.02 3.37
H 6.34 -2.91 1.59
H 7.14 -3.86 -0.59
H 5.53 -3.99 -2.49
H 3.21 -3.18 -2.14
H 3.52 2.87 3.74
H 1.48 3.47 5.04
H -0.30 1.74 5.35
H -0.05 -0.43 4.14
C -7.56 -0.46 -0.28
C -6.11 -0.31 -0.62
C -5.39 -1.39 -1.13
C -4.03 -1.27 -1.36
C -3.37 -0.08 -1.12
C -4.08 1.01 -0.65
C -5.44 0.88 -0.39
S -1.59 -0.30 -1.30
O -1.28 -1.15 -0.14
O -1.42 -0.95 -2.58
N -0.56 0.88 -1.09
C -0.68 2.19 -1.43
C -1.65 2.71 -2.27
C -1.73 4.08 -2.50
C -0.86 4.96 -1.90
C 0.15 4.47 -1.04
C 1.06 5.31 -0.37
C 2.01 4.75 0.44
C 2.06 3.35 0.57
N 1.21 2.54 -0.02
C 0.25 3.08 -0.81
H -7.97 -1.35 -0.75
H -8.13 0.41 -0.60
H -7.69 -0.56 0.80
H -5.89 -2.32 -1.33
H -3.46 -2.10 -1.74
H -3.59 1.96 -0.46
H -5.98 1.74 -0.01
H -2.34 2.03 -2.76
H -2.50 4.45 -3.15
H -0.93 6.02 -2.09
H 0.99 6.38 -0.50
H 2.73 5.36 0.97
H 2.84 2.88 1.17
N 3.86 0.54 -0.55
C 2.85 0.30 -0.03
C -2.44 0.24 2.55
C -1.54 1.25 1.81
C -1.67 2.64 2.46
O -0.22 0.83 1.80
H -3.49 0.48 2.38
H -2.25 0.27 3.62
H -2.23 -0.76 2.17
H -1.91 1.33 0.78
H -1.15 2.63 3.41
H -2.71 2.89 2.62
H -1.21 3.40 1.82
*
```



Entry 3:
Formula: C43H36I2N2O2PSe2SiV
Source: the OMol25 dataset
Level of theory: ωB97M-V/def2-TZVPD

ΔE to the lowest compared entry with this formula, charge and spin, kJ/mol: 0.0
E_HOMO (alpha / beta), eV: -3.77 / -4.92
⟨S²⟩: 3.758
Orbital gap (alpha / beta), eV: 5.92 / 7.07

ORCA input file:
```
! RIJCOSX wB97M-V def2-TZVPD def2/J DEFGRID3
* xyz -1 4
V 0.35 0.19 0.10
I 6.09 0.33 5.34
C 4.82 0.43 3.67
C 5.35 0.64 2.41
C 4.49 0.70 1.33
I 5.26 1.00 -0.59
C 3.08 0.54 1.43
O 2.35 0.62 0.37
C 2.58 0.30 2.75
C 1.15 -0.08 3.02
N 0.15 0.67 2.24
C 0.21 2.12 2.44
C -0.30 2.89 1.25
C -0.80 4.17 1.39
C -1.19 4.88 0.26
C -1.06 4.27 -0.98
C -0.56 2.99 -1.04
N -0.18 2.31 0.05
C 3.46 0.26 3.83
H 6.41 0.77 2.27
H 0.96 0.03 4.10
H 0.99 -1.13 2.75
H -0.77 0.31 2.46
H 1.26 2.39 2.58
H -0.32 2.44 3.34
H -0.88 4.61 2.38
H -1.58 5.88 0.35
H -1.36 4.78 -1.89
H -0.44 2.46 -1.98
H 3.05 0.07 4.82
Se 0.25 -0.29 -2.57
P -1.86 -0.43 -2.19
Se -2.43 -0.40 -0.11
C -2.52 -1.92 -3.02
C -3.45 -2.74 -2.38
C -3.91 -3.89 -3.02
C -3.45 -4.21 -4.29
C -2.52 -3.39 -4.92
C -2.05 -2.25 -4.29
C -2.71 0.95 -3.05
C -3.87 1.52 -2.53
C -4.49 2.57 -3.19
C -3.96 3.06 -4.38
C -2.81 2.50 -4.90
C -2.19 1.45 -4.24
H -3.77 -2.50 -1.38
H -4.61 -4.54 -2.51
H -3.80 -5.11 -4.78
H -2.15 -3.65 -5.91
H -1.30 -1.64 -4.76
H -4.26 1.15 -1.59
H -5.38 3.02 -2.77
H -4.44 3.89 -4.89
H -2.39 2.88 -5.83
H -1.26 1.03 -4.63
O 0.65 -1.78 0.57
Si 1.17 -3.21 0.15
C -0.25 -4.45 -0.11
C -1.50 -4.13 0.42
C -2.59 -4.99 0.29
C -2.44 -6.19 -0.39
C -1.20 -6.53 -0.93
C -0.13 -5.66 -0.79
C 2.26 -3.94 1.53
C 3.21 -3.13 2.16
C 4.03 -3.62 3.16
C 3.92 -4.94 3.56
C 2.99 -5.77 2.95
C 2.17 -5.27 1.95
C 2.22 -3.23 -1.42
C 3.55 -2.81 -1.40
C 4.31 -2.72 -2.56
C 3.75 -3.08 -3.78
C 2.43 -3.51 -3.83
C 1.68 -3.58 -2.66
H -1.63 -3.18 0.93
H -3.55 -4.71 0.70
H -3.28 -6.87 -0.50
H -1.08 -7.46 -1.47
H 0.83 -5.93 -1.23
H 3.30 -2.09 1.86
H 4.75 -2.96 3.63
H 4.56 -5.33 4.35
H 2.89 -6.81 3.26
H 1.43 -5.93 1.49
H 4.01 -2.52 -0.45
H 5.33 -2.37 -2.51
H 4.34 -3.02 -4.69
H 1.98 -3.78 -4.78
H 0.64 -3.89 -2.72
*
```



Entry 4:
Formula: C43H36N3P2ReS3
Source: the OMol25 dataset
Level of theory: ωB97M-V/def2-TZVPD

ΔE to the lowest compared entry with this formula, charge and spin, kJ/mol: 159.7
E_HOMO (alpha / beta), eV: -9.19 / -9.52
⟨S²⟩: 0.773
Orbital gap (alpha / beta), eV: 5.56 / 5.89

ORCA input file:
```
! RIJCOSX wB97M-V def2-TZVPD def2/J DEFGRID3
* xyz 1 2
Re 0.10 0.30 -0.57
S 1.48 1.80 -1.09
P 0.21 -1.40 2.34
C 0.28 0.08 1.61
P 0.53 1.57 2.65
S 1.18 3.20 1.81
C -1.09 1.81 3.42
C -2.19 0.98 3.24
C -3.40 1.27 3.86
C -3.52 2.38 4.68
C -2.43 3.22 4.85
C -1.23 2.95 4.22
C 1.69 1.11 3.98
C 1.32 1.04 5.32
C 2.27 0.76 6.28
C 3.59 0.54 5.92
C 3.96 0.61 4.58
C 3.02 0.91 3.61
C -0.62 -2.72 1.48
C -0.34 -4.05 1.80
C -0.99 -5.07 1.11
C -1.90 -4.76 0.11
C -2.19 -3.44 -0.20
C -1.55 -2.42 0.50
C 0.41 -1.87 4.06
C 1.68 -2.20 4.54
C 1.82 -2.67 5.84
C 0.71 -2.78 6.66
C -0.56 -2.44 6.18
C -0.71 -2.00 4.88
H -2.13 0.12 2.58
H -4.26 0.62 3.70
H -4.46 2.60 5.16
H -2.52 4.10 5.48
H -0.39 3.63 4.33
H 0.29 1.19 5.61
H 1.99 0.71 7.33
H 4.34 0.33 6.67
H 5.00 0.47 4.29
H 3.31 1.03 2.58
H 0.38 -4.29 2.58
H -0.78 -6.10 1.36
H -2.40 -5.56 -0.42
H -2.92 -3.20 -0.96
H -1.84 -1.39 0.33
H 2.55 -2.09 3.90
H 2.80 -2.92 6.21
H 0.82 -3.14 7.67
H -1.42 -2.53 6.82
H -1.69 -1.76 4.50
S 1.41 -3.79 -2.03
C 2.52 -3.38 -0.75
C 3.52 -4.16 -0.19
C 4.31 -3.59 0.79
C 4.13 -2.26 1.17
C 3.13 -1.48 0.62
C 2.29 -2.07 -0.33
N 1.24 -1.44 -1.00
C 0.72 -2.22 -1.93
C -0.34 -1.68 -2.75
C -0.88 -2.34 -3.85
C -1.79 -1.67 -4.66
C -2.12 -0.35 -4.37
C -1.60 0.29 -3.25
C -0.70 -0.36 -2.40
H 3.69 -5.18 -0.52
H 5.10 -4.17 1.24
H 4.79 -1.82 1.91
H 2.99 -0.44 0.87
H -0.59 -3.36 -4.09
H -2.21 -2.16 -5.52
H -2.81 0.18 -5.02
H -1.89 1.31 -3.05
C -2.52 5.13 -0.05
C -2.52 3.66 -0.22
C -3.55 2.75 -0.35
C -2.95 1.48 -0.41
N -1.63 1.61 -0.33
N -1.39 2.94 -0.24
C -3.67 0.18 -0.55
H -3.50 5.54 -0.25
H -1.81 5.61 -0.73
H -2.24 5.40 0.97
H -4.61 2.97 -0.40
H -0.46 3.24 0.05
H -4.65 0.35 -0.98
H -3.81 -0.31 0.42
H -3.13 -0.49 -1.22
*
```



Entry 5:
Formula: C43H37Cl2N5O3TaTe
Source: the OMol25 dataset
Level of theory: ωB97M-V/def2-TZVPD

ΔE to the lowest compared entry with this formula, charge and spin, kJ/mol: 242.3
E_HOMO (alpha / beta), eV: -12.36 / -12.48
⟨S²⟩: 1.061
Orbital gap (alpha / beta), eV: 5.19 / 5.85

ORCA input file:
```
! RIJCOSX wB97M-V def2-TZVPD def2/J DEFGRID3
* xyz 2 2
Ta -0.61 1.91 2.24
Cl -3.47 7.06 6.02
C -2.45 6.19 4.97
C -2.74 4.88 4.64
C -1.93 4.18 3.74
N -2.19 2.94 3.22
C -3.33 2.26 3.62
O -3.77 2.24 4.74
C -4.05 1.66 2.45
C -5.44 1.57 2.53
C -6.14 1.20 1.40
C -5.43 0.90 0.25
C -4.04 1.00 0.27
N -3.36 1.39 1.35
C -0.77 4.80 3.19
C -0.46 6.11 3.56
C -1.29 6.81 4.42
Cl -0.94 8.42 4.82
N -0.03 3.99 2.36
C 0.97 4.57 1.60
O 1.00 5.73 1.25
C 2.10 3.65 1.24
C 3.20 4.18 0.58
C 4.30 3.37 0.35
C 4.26 2.07 0.83
C 3.12 1.62 1.48
N 2.05 2.38 1.65
H -3.61 4.41 5.08
H -5.93 1.82 3.46
H -7.22 1.15 1.42
H -5.93 0.61 -0.66
H -3.45 0.78 -0.61
H 0.40 6.61 3.16
H 3.17 5.22 0.28
H 5.16 3.75 -0.17
H 5.11 1.41 0.70
H 3.05 0.62 1.88
C 6.22 -4.56 -2.09
C 4.84 -4.09 -1.78
C 3.75 -4.46 -2.56
C 2.47 -3.98 -2.30
C 1.31 -4.43 -3.14
C 2.29 -3.08 -1.25
Te 0.23 -2.55 -1.01
N 0.29 -0.96 0.21
C -0.50 -1.00 1.22
O -0.64 0.09 1.92
C -1.22 -2.24 1.58
C -0.44 -3.39 1.74
C -1.05 -4.62 1.93
C -2.43 -4.71 1.92
C -3.20 -3.58 1.73
C -2.60 -2.34 1.57
C -0.17 -1.22 -2.63
C -1.34 -1.46 -3.35
C -2.26 -2.61 -3.01
C -1.66 -0.62 -4.40
C -0.86 0.46 -4.74
C -1.17 1.35 -5.89
C 0.27 0.71 -3.96
C 0.63 -0.11 -2.91
C 1.82 0.24 -2.06
C 3.35 -2.74 -0.41
C 3.22 -1.87 0.80
C 4.61 -3.25 -0.70
H 6.21 -5.46 -2.70
H 6.78 -4.75 -1.18
H 6.74 -3.78 -2.64
H 3.90 -5.14 -3.39
H 1.63 -5.14 -3.89
H 0.85 -3.58 -3.65
H 0.56 -4.92 -2.52
H 0.64 -3.31 1.76
H -0.44 -5.50 2.07
H -2.90 -5.67 2.06
H -4.28 -3.66 1.69
H -3.21 -1.45 1.42
H -2.38 -2.70 -1.92
H -1.86 -3.55 -3.39
H -3.24 -2.45 -3.45
H -2.56 -0.81 -4.97
H -2.12 1.09 -6.35
H -0.39 1.26 -6.65
H -1.21 2.39 -5.58
H 0.89 1.57 -4.20
H 2.57 0.76 -2.66
H 2.25 -0.65 -1.62
H 1.51 0.91 -1.26
H 2.28 -1.31 0.80
H 4.05 -1.18 0.85
H 3.27 -2.50 1.70
H 5.43 -2.98 -0.05
*
```